1.
Computed, not measured: a structure of composition C54H34FeN10O2S, with wB97M-V/def2-TZVPD.

Atoms and positions in Å:
Fe 0.77441 0.28420 0.35448
S -2.81077 1.10155 1.29296
O -2.42692 1.98674 -0.11942
O -2.64117 2.06584 2.36666
N 0.70959 1.55525 3.52527
N 2.24599 -0.25545 -2.73998
N 2.72119 -2.27361 1.48510
N -0.42465 -2.22027 0.20036
N 0.97689 1.34777 -1.43339
N 0.08615 3.48672 -0.72016
N 1.47010 -0.28853 2.13502
N 0.45829 2.13460 1.21833
N 2.16849 -1.00703 -0.46731
N -1.55341 0.06234 1.14700
C -3.32836 -2.45482 3.14897
C 1.33946 0.39944 3.30753
C 2.00492 2.07227 -3.35225
C -1.90902 -1.11407 1.68985
C -2.61848 -4.29377 -3.26212
C 0.71809 2.67867 -1.57305
C 2.27933 4.61199 -4.41375
C 1.45287 4.44865 -3.32100
C 3.64971 -4.48491 -3.09888
C 2.06845 -0.27619 4.34421
C -4.54748 1.35109 -1.07000
C -5.43071 1.44974 -2.12805
C 3.55069 -4.38986 -0.67897
C -1.83279 -3.17022 -3.24877
C -3.31775 2.01018 -1.11431
C 2.62482 -2.11266 0.18906
C -0.02578 -3.31449 -0.39924
C -3.69999 -4.41838 -2.39405
C 3.79094 -1.92615 5.76090
C -1.33781 -0.93970 -2.35279
C 1.32632 3.17691 -2.77387
C -1.37326 -2.32403 1.14183
C -0.68887 4.10037 1.49329
C 3.20041 -3.18161 -3.21206
C 3.82461 -5.07756 -1.84851
C -3.89185 2.85157 -3.29863
C -5.11859 2.20752 -3.24129
C -0.89660 4.22676 3.90144
C -2.85991 -1.22269 2.71263
C 2.92555 -2.48302 -2.04766
C -2.10100 -2.08482 -2.36264
C -2.89360 -3.62118 2.56740
C -1.65522 5.37205 3.72884
C -3.98028 -3.37922 -1.50978
C -3.21532 -2.24512 -1.48804
C 2.31265 -0.00573 5.68629
C 3.54790 -2.21850 4.43581
C 0.27418 2.31947 2.55690
C 3.16524 -0.83757 6.38287
C 1.74391 0.95295 -2.49353
C -0.43348 3.57324 2.77283
C 3.09831 -3.08333 -0.77871
C -0.06755 3.19189 0.54516
C 2.27546 -1.37134 2.35585
C 2.98067 3.52919 -4.96271
C 2.37772 -1.16368 -1.80301
C 2.84565 2.25765 -4.44517
C -1.91727 -3.57087 1.55599
C -2.99256 2.74765 -2.25803
C -0.50290 -4.59216 -0.08595
C 2.67387 -1.40145 3.73003
C -1.43876 -4.72079 0.90247
C -1.94004 5.86880 2.45965
C -1.45142 5.24267 1.32598
H -2.40345 -5.09488 -3.96154
H -1.68138 5.59841 0.33368
H -0.12898 -5.44877 -0.62781
H -3.28225 -4.58149 2.88140
H 2.41459 5.59717 -4.84488
H 3.65201 3.70525 -5.79681
H -1.84079 -5.68563 1.18465
H 4.16463 -6.10457 -1.79914
H 1.84119 0.84130 6.16241
H -4.31310 -5.30844 -2.40527
H -3.43955 -1.44973 -0.79209
H 3.65975 -4.86793 0.28290
H -2.02753 3.23234 -2.28967
H -0.50874 -0.81930 -3.02660
H 3.36934 -0.64648 7.43057
H -0.98094 -3.09232 -3.91272
H -4.80770 0.76300 -0.20429
H -2.05528 5.88280 4.59785
H -4.06070 -2.48765 3.94771
H 0.92541 5.28532 -2.88388
H -4.82003 -3.47086 -0.83360
H -5.82739 2.29569 -4.05679
H -2.56818 6.74657 2.36106
H -1.51662 -0.14925 -1.64296
H 3.39653 1.42373 -4.85733
H -0.69248 3.83522 4.88692
H 3.04969 -2.71272 -4.17410
H -3.63127 3.44082 -4.16981
H 4.03129 -3.05132 3.94625
H 4.47961 -2.53905 6.33365
H 0.69470 -3.20315 -1.19240
H -3.20687 -0.31469 3.18588
H -6.36926 0.91293 -2.07886
H 3.86813 -5.05832 -3.99254

The multiplicity is 5. The highest occupied orbital energy (alpha / beta) is -0.32 / -0.93 eV. The value obtained for the LUMO energy (alpha / beta) is 4.2 / 3.9 eV. The HOMO-LUMO gap (alpha / beta) comes out at 4.6 / 4.9 eV. Its relative energy (zero: lowest compared OMol25 entry of this formula, charge and spin) is 8.65 kcal per mole. The net charge is -2. The expectation value of S² is 6.18. The total energy comes out at -4438.29982 hartree.

***

2.
Computed, not measured: a structure of composition C54H39AsF6N4O2Ti, with wB97M-V/def2-TZVPD.

Atoms and positions in Å:
As -3.17160 0.21927 -0.05102
Ti 0.33012 -0.08767 0.02781
F 2.25002 -2.89665 1.90095
F 0.14021 -3.02633 2.34293
F -1.52618 -2.98556 -0.48200
F 1.26244 -4.81133 1.82817
F -0.52292 -4.66671 -1.39715
F -1.02516 -4.71727 0.68510
O -1.64595 -0.44213 -0.01692
O 0.79869 -1.89699 -0.13051
N 7.18756 -1.20179 7.63368
N 2.17705 0.67573 0.34437
N 3.00567 -4.51077 -6.47523
N 0.16790 -0.10290 2.12353
C -3.23695 1.26889 -2.71505
C 1.21081 -0.12828 3.03482
C -4.55311 -3.24151 1.77659
C -4.31300 4.29865 1.91906
C 2.26691 -0.88952 -3.37118
C 4.43378 -1.68145 5.52106
C -4.12318 0.10323 -4.61989
C 1.99625 -2.76500 -4.85811
C -4.26729 -1.02861 0.90092
C -0.50413 5.45430 0.55912
C -1.60500 4.98240 -1.52308
C -4.55867 -0.92675 -3.79812
C 0.62257 -2.73916 -4.61532
C 4.62003 0.61738 3.98114
C -0.98043 -0.20282 2.85486
C -1.63513 7.21621 -0.62922
C 0.88476 -0.84096 -3.11091
C 1.93222 -3.88906 -0.77674
C 3.03807 0.30766 1.37130
C -1.98719 6.31054 -1.62108
C 2.55709 -3.73466 -5.75199
C -0.71229 -0.26078 4.20735
C -4.87052 3.93507 0.70523
C 5.46009 -0.76616 5.75871
C -0.24968 1.96483 -0.16721
C -4.49129 2.74343 0.09793
C -6.25086 -1.56906 2.13454
C -5.49144 -0.64321 1.43481
C 0.08752 -1.79904 -3.75953
C 2.58739 -0.04674 2.67056
C 0.28184 0.17992 -2.25222
C 2.95666 1.13265 -0.68272
C -2.98779 2.28810 1.93834
C -0.50964 3.14861 -0.29538
C -3.78796 -2.32281 1.07308
C -3.54965 1.93026 0.71518
C -3.46213 1.19911 -4.08093
C -3.68384 0.23970 -1.89288
C -5.78167 -2.86548 2.30180
C -0.57366 -3.90405 -0.29316
C 3.58203 -0.28941 3.72384
C 0.68448 -0.21246 4.33205
C 5.54452 0.38881 4.98117
C 6.41936 -1.00816 6.79858
C 0.81744 -3.24850 0.05087
C -0.86395 4.52844 -0.42698
C -0.88666 6.78165 0.45758
C 1.11032 -3.49790 1.54948
C 2.81305 -1.82600 -4.22290
C 4.35755 0.47318 0.92359
C 4.29381 1.01305 -0.37170
C -3.37522 3.47612 2.53339
C 3.51103 -1.44005 4.52307
C -4.33702 -0.86303 -2.42976
H -4.59579 5.23478 2.38320
H 2.50481 1.53601 -1.57164
H -5.84405 0.37535 1.32071
H 3.88088 -1.83990 -4.40234
H 5.24825 0.24635 1.48536
H -4.66370 -1.67321 -1.78863
H -4.93104 2.45990 -0.85055
H 1.25428 -0.21847 5.24707
H -0.01851 -3.46480 -5.09956
H -5.58983 4.58065 0.21825
H -1.93313 8.25430 -0.70719
H -0.78897 0.25256 -2.43975
H 2.72014 -2.15356 4.33599
H -2.92814 3.76797 3.47465
H -2.23213 1.66812 2.40455
H 1.95481 -4.97313 -0.67500
H 0.72492 1.16152 -2.40430
H 5.12133 1.29549 -1.00392
H 6.33031 1.10740 5.17506
H -1.93969 -0.29171 2.37630
H -2.81252 -2.59412 0.68675
H 1.77741 -3.62562 -1.81965
H -2.68143 2.10036 -2.29484
H -4.17877 -4.24594 1.92402
H -4.28786 0.04605 -5.68819
H -1.87490 4.27513 -2.29736
H 4.37188 -2.58253 6.11728
H -3.10188 1.98986 -4.72561
H -1.44144 -0.34792 4.99843
H -6.37284 -3.58309 2.85647
H -0.98281 -1.78408 -3.58874
H -2.56181 6.64156 -2.47786
H 2.92131 -0.18006 -2.88229
H 2.88011 -3.46674 -0.44705
H 4.67862 1.52272 3.39251
H -7.20190 -1.27502 2.55927
H -0.59820 7.48256 1.23146
H 0.07770 5.10993 1.40434
H -5.06001 -1.78675 -4.22253

The multiplicity is 2. The highest occupied orbital energy (alpha / beta) is -2.99 / -4.77 eV. The value obtained for the LUMO energy (alpha / beta) is 1.9 / 1.9 eV. The HOMO-LUMO gap (alpha / beta) comes out at 4.9 / 6.7 eV. Its relative energy (zero: lowest compared OMol25 entry of this formula, charge and spin) is 9.68 kcal per mole. The net charge is -1. The expectation value of S² is 0.78. The total energy comes out at -6135.21466 hartree.

***

3.
Computed, not measured: a structure of composition C54H39F8N8O9PS2TeV, with wB97M-V/def2-TZVPD.

Atoms and positions in Å:
Te 0.76387 -3.35895 0.09735
V 0.20757 0.49354 -0.03217
S 4.72289 6.94555 -4.88591
S 1.15798 -2.81933 -2.63445
P 1.91247 1.24946 1.49925
F -0.80758 -4.49815 -0.82775
F 0.08945 -4.73249 1.45087
F 1.67064 -3.02243 1.88116
F 0.67874 -4.93217 -4.61066
F 1.68036 -4.98047 -0.32842
F -0.52754 -4.07355 -6.17601
F 2.76476 -2.83248 -0.30541
F -1.31134 -5.67598 -4.95587
O -1.43328 2.84705 -0.15146
O -2.37545 0.16801 1.18952
O 5.14401 7.44652 -6.17744
O -4.98008 4.08143 -5.23401
O 0.94933 -0.86073 0.24129
O -4.03402 1.99449 -5.51709
O 3.33512 7.19983 -4.55438
O -1.33109 0.93960 -1.28709
O 5.66196 7.17949 -3.79553
N -1.27541 -1.98158 -2.15628
N -1.12324 0.70762 1.47109
N 5.81279 4.60231 -5.75795
N 1.35766 1.22791 -1.56761
N -3.88929 -4.43100 5.68849
N 3.99431 4.44067 -4.25804
N -1.29756 -2.57283 1.64353
N -4.45197 -5.73923 3.97242
C 2.84225 0.01907 2.44058
C 4.32797 -1.87972 3.81451
C -3.27631 3.91674 -1.98544
C 1.25184 2.52868 -1.89086
C 5.27494 2.81186 -0.34123
C -2.69901 2.66666 -2.15352
C -0.17299 2.33462 3.08247
C -2.95328 -3.84920 3.46393
C 3.22401 1.06380 -3.03635
C -1.19393 -3.53553 -3.97534
C 3.62583 -0.89555 1.74270
C -2.90340 1.92141 -3.32619
C 5.94159 3.28419 -5.69552
C -2.55531 -3.37847 -4.16439
C -2.38420 -3.21508 1.23251
C -1.21431 1.50851 2.45761
C -5.87471 -7.40958 5.23793
C 4.36493 -1.84128 2.43142
C -5.06592 -6.29191 5.07130
C 0.21262 4.03172 4.77314
C -3.26832 -2.48497 -3.38314
C -4.25727 3.74838 -4.12073
C 2.09034 3.14231 -2.78936
C -2.56900 -1.83951 -2.37790
C 4.83769 5.12964 -5.01546
C -5.97567 -6.84210 7.59657
C -4.80884 3.00061 -6.15079
C 5.12099 2.47535 -4.92671
C -4.70975 -5.44962 6.13799
C 3.52791 -0.98605 4.51464
C 3.64873 4.56173 -0.14948
C -0.64132 3.20094 4.07478
C 1.57397 3.99974 4.50955
C -3.68662 2.49777 -4.28799
C 3.17262 2.36182 0.75276
C -4.07973 4.48433 -2.97579
C 2.33054 0.50756 -2.14294
C 2.80014 3.68917 0.51028
C -3.24542 -3.85753 2.10546
C -1.78149 2.13420 -1.10260
C -3.75187 -4.64055 4.40612
C 3.13274 2.41051 -3.35639
C -5.17438 -5.72918 7.42133
C -0.53494 -2.79712 -2.95876
C -1.85339 -3.12053 3.89670
C -1.05951 -2.50047 2.94942
C -6.32279 -7.67135 6.52012
C 4.42526 1.93570 0.32537
C -0.55329 -4.54494 -4.88687
C 2.77597 -0.04406 3.83302
C 1.20077 2.33643 2.78740
C 4.88894 4.11969 -0.59072
C 2.05341 3.15751 3.51990
C 4.11685 3.11769 -4.21827
H 2.13395 0.62553 4.38993
H -4.29217 3.35797 -7.04595
H 1.98762 4.19270 -3.02341
H -0.16412 -1.95824 3.23424
H 4.92962 -2.57267 1.87069
H -6.13978 -8.04567 4.40308
H -6.34367 -7.08580 8.58536
H -0.18128 4.70095 5.52681
H -4.90834 -5.08736 8.25097
H 4.75032 0.92087 0.50775
H 2.25500 4.62810 5.06812
H -5.78661 2.59585 -6.42252
H 6.24424 2.46038 -0.67160
H -1.70389 3.22520 4.28451
H -4.39483 -6.12899 3.04784
H 3.34009 5.58000 -0.34743
H 5.26562 1.40511 -4.89709
H -3.10194 -1.16855 -1.70351
H -4.52679 5.46171 -2.86092
H -6.95038 -8.53536 6.69795
H 3.11367 3.13097 3.30323
H 2.36793 -0.54602 -1.87607
H 6.73452 2.85284 -6.29918
H 3.99950 0.43077 -3.44302
H 4.89657 -2.62911 4.35051
H 0.49176 3.11158 -1.38751
H 5.53550 4.79357 -1.13900
H -2.53748 -3.26385 0.16050
H -4.12039 -4.35812 1.70948
H -3.06197 -3.97094 -4.91655
H -2.31370 -0.11341 0.25914
H 3.59474 -0.94075 0.66149
H -2.21766 1.61682 2.86046
H -4.32867 -2.32359 -3.52365
H -3.08051 4.45560 -1.06908
H 3.47815 -1.03155 5.59555
H -1.60922 -3.08457 4.94947
H -2.44520 0.94948 -3.45486
H 1.82779 4.04235 0.83613

The multiplicity is 2. The highest occupied orbital energy (alpha / beta) is -2.51 / -2.51 eV. The value obtained for the LUMO energy (alpha / beta) is 2.1 / 2.1 eV. The HOMO-LUMO gap (alpha / beta) comes out at 4.6 / 4.6 eV. Its relative energy (zero: lowest compared OMol25 entry of this formula, charge and spin) is 80.23 kcal per mole. The net charge is -2. The expectation value of S² is 0.77. The total energy comes out at -6345.31548 hartree.

***

4.
Computed, not measured: a cluster of 7 separate species, C54H41BrO20P2 in total, with wB97M-V/def2-TZVPD.

Atoms and positions in Å:
Br 0.57963 4.87931 -4.91478
P -4.90164 -2.67997 0.61529
P -5.72641 -2.67742 2.64606
O -7.20580 -2.86681 2.48952
O 6.98503 2.06893 -8.61246
O 4.27509 1.45201 8.85618
O 6.00162 -0.49280 4.24117
O -5.05457 -3.92100 3.50180
O 6.62433 1.31108 1.48245
O 3.23764 -1.34118 -1.60733
O 0.32972 0.08007 0.54424
O -10.71448 -7.00465 6.13071
O -7.01907 -0.43315 -0.84417
O 10.03506 -0.59377 -0.51962
O -2.42376 3.98735 0.05774
O -7.91000 5.02337 -1.18684
O -7.71371 1.58291 -1.75640
O -6.35033 -4.00302 6.00250
O -2.42614 0.99827 -9.01655
O 9.40505 -2.96082 4.17963
O -2.77874 0.63466 -3.74187
O -5.36789 -1.23093 3.38679
O 6.55117 1.68483 -3.34667
C -7.41821 -5.91657 6.86066
C 1.10916 2.34365 -3.39086
C -0.48984 0.59231 -0.17999
C -0.75572 3.79259 -2.54762
C -8.51516 -6.66990 6.89395
C 5.84992 0.70275 0.76859
C 0.93721 1.35763 -2.33625
C -6.89832 0.43421 -1.96299
C -1.61847 1.50030 -5.59864
C 4.67006 1.00598 7.79927
C 4.02312 -0.72594 -0.91099
C -7.07092 2.82350 -2.05400
C -4.04171 -1.04884 0.35300
C -7.35394 -4.69333 6.03125
C 10.57539 -2.41127 0.87454
C 5.68301 1.10554 -5.45687
C 4.37707 1.69048 6.51840
C 7.85303 2.64797 -6.50465
C -2.12128 2.94088 -0.45443
C 5.60564 -0.04567 5.30024
C 5.11608 0.08603 -1.48983
C 3.90653 -0.76922 0.54672
C -4.27744 1.46712 -0.01167
C 5.96818 0.74972 -0.70946
C 10.41775 -3.00483 2.05593
C 9.88981 -1.13636 0.55806
C -1.52879 1.59098 -6.92440
C 8.86495 -1.14325 2.78592
C -2.57332 -0.94333 0.24963
C -2.69794 0.71855 -4.95188
C 6.65004 1.77327 -4.55539
C -6.45817 0.12390 0.33737
C 5.46430 -0.24293 7.73990
C -3.58520 0.13289 -7.16149
C 4.74872 -0.10973 1.33809
C -2.84167 1.58821 -0.13985
C -2.02618 0.36585 -0.00201
C -9.64927 -5.09145 5.27138
C -4.87809 0.14475 0.24135
C 9.54935 -2.41676 3.10275
C 5.89912 -0.73033 6.57945
C 0.31089 3.54726 -3.50002
C 5.79324 1.20121 -6.78019
C -8.55150 -4.33820 5.23858
C -2.50567 0.91487 -7.80847
C -3.67501 0.04235 -5.83591
C -0.13767 1.59346 -1.36070
C 7.74226 2.55192 -5.18111
C 9.02248 -0.54915 1.60425
C -7.25736 3.79294 -0.80659
C -9.71607 -6.31600 6.10094
C 4.81203 1.20274 5.35832
C 6.88652 1.98067 -7.40689
C -0.96752 2.80737 -1.50227
H 6.77492 1.34658 -1.11139
H -3.87062 -3.65911 0.49146
H 1.55019 0.42171 -2.22648
H -6.21913 -0.78152 3.55898
H -1.92767 -1.84823 0.36153
H -6.78003 1.17377 0.55680
H -5.83043 0.64418 -2.22884
H 6.48159 -1.64124 6.51630
H -5.98265 2.75518 -2.29992
H -4.28970 -0.35509 -7.82318
H 11.20521 -2.82710 0.09787
H -10.53483 -4.84714 4.69865
H -1.41716 4.68644 -2.57792
H -4.45779 -0.52412 -5.34675
H 3.09295 -1.36572 0.94036
H -6.71867 -0.47724 1.25126
H 5.18434 0.10741 -2.56631
H 8.64579 3.21250 -6.97899
H -0.91537 1.98717 -4.93826
H -6.28569 4.07220 -0.32296
H -4.89500 2.38356 -0.13335
H -7.33918 -0.12949 -2.83556
H -8.58159 -7.56787 7.49509
H 3.79508 2.60127 6.58063
H -5.23273 -3.69435 4.44576
H -8.48344 -3.44033 4.63645
H 8.23525 -0.72751 3.56113
H -6.53158 -6.16010 7.43263
H 4.60811 1.69036 4.41292
H 4.88975 0.54048 -4.98259
H -7.91207 3.26840 -0.05808
H 8.43874 3.03327 -4.50628
H 5.09656 0.71954 -7.45469
H 10.91092 -3.93602 2.30541
H 5.66872 -0.73054 8.68470
H -0.74609 2.15766 -7.41344
H 1.90693 2.13929 -4.14660
H 8.53015 0.38037 1.35629
H -7.58501 3.33354 -2.91606
H 4.66843 -0.13206 2.41588
H -7.69441 5.68184 -0.50294

The highest occupied orbital energy is -8.98 eV. The value obtained for the LUMO energy is -1.9 eV. The HOMO-LUMO gap comes out at 7.1 eV. The SMILES is O=C1c2cc(Br)ccc2C(=O)c2cc(PP(=O)(O)O)c(COCOCCO)cc21.O=C1C=CC(=O)C=C1.O=C1C=CC(=O)C=C1.O=C1C=CC(=O)C=C1.O=C1C=CC(=O)C=C1.O=C1C=CC(=O)C=C1.O=C1C=CC(=O)C=C1. The total energy comes out at -6843.63363 hartree.